[1]
{"formula": "C13H13B3CaCl8CsF10KLiN2O7P2", "method": "ωB97M-V/def2-TZVPD", "lumo_energy_ev": -6.34, "spin_multiplicity": 1, "total_energy_ev": -214453.600, "homo_ha": -0.2750, "total_charge": 1, "orbital_gap_ev": 1.14, "species": ["F", "C", "C", "C", "F", "F", "H", "F", "N", "Cl", "Cl", "H", "Ca", "F", "F", "H", "Cl", "P", "B", "H", "H", "C", "H", "Cs", "C", "H", "K", "Cl", "H", "B", "Cl", "O", "O", "H", "Cl", "C", "O", "F", "O", "C", "C", "C", "O", "Cl", "Cl", "C", "H", "C", "F", "H", "Li", "F", "B", "C", "O", "H", "C", "N", "P", "H", "F", "O"], "positions_angstrom": [[-6.422, 3.455, 7.492], [1.820, 1.063, 1.536], [2.878, -5.679, -2.161], [2.889, 1.260, 0.324], [-5.469, 0.267, 1.801], [6.364, 0.443, -3.264], [-6.888, -2.618, 0.031], [6.904, 0.580, -5.052], [-5.522, 1.541, 7.610], [4.297, -4.924, -2.930], [6.034, 0.841, 1.304], [-5.183, -2.555, 0.994], [-0.822, 2.326, 0.795], [4.941, 1.251, -5.656], [4.359, 0.930, -3.906], [-5.463, -2.329, -1.915], [1.389, -4.985, -2.851], [7.878, 5.640, -6.496], [-1.984, -2.784, 0.516], [2.980, 0.903, -2.171], [-5.535, -0.437, -1.403], [-7.883, -0.358, 1.313], [2.249, 1.356, 2.614], [-6.522, 2.119, 2.567], [-5.144, -1.504, -1.115], [-5.117, 2.483, 7.650], [-10.722, 0.594, 3.563], [6.378, 3.067, 3.147], [3.999, 1.670, 0.478], [-1.643, -0.503, 0.147], [4.707, 0.805, 3.893], [-2.041, -1.463, 1.237], [7.817, 7.049, -5.885], [0.284, -0.091, -2.138], [7.595, 0.490, 3.735], [-0.129, 0.131, 0.226], [-2.905, -2.888, -0.657], [-8.562, 0.642, 0.439], [9.345, 5.192, -6.608], [6.178, 1.301, 3.020], [0.332, -4.657, 1.137], [2.336, 0.837, -1.197], [7.241, 5.660, -7.895], [2.920, -5.371, -0.407], [2.907, -7.436, -2.457], [-6.433, -0.655, 1.155], [-5.086, 1.013, 6.844], [0.780, 0.263, -1.116], [-8.722, -1.023, 2.372], [-6.533, 1.609, 7.446], [-5.522, -4.341, -0.504], [6.409, 2.681, -4.968], [-3.486, -1.524, -0.903], [-0.929, -4.008, 0.965], [7.110, 4.658, -5.597], [1.371, -5.241, 1.076], [-5.924, -1.971, 0.288], [0.423, 0.544, 1.547], [5.779, 1.397, -4.349], [-5.350, 1.057, 8.499], [5.693, 2.498, -3.248], [-2.648, -0.273, -0.909]], "lowdin_charge": [-0.645, -0.110, -1.984, 0.031, -0.597, -0.162, 0.109, -0.141, 0.193, 0.556, 0.575, 0.092, 1.482, -0.141, -0.184, 0.108, 0.506, -0.031, -0.391, 0.114, 0.132, -0.380, 0.088, 1.216, -0.083, 0.088, 0.945, 0.531, 0.049, -0.484, 0.505, 0.115, -0.115, 0.135, 0.543, -0.305, 0.103, -0.184, -0.175, -1.989, 0.090, 0.106, -0.188, 0.548, 0.529, -0.334, 0.130, 0.043, -0.240, 0.111, 0.860, -0.174, -0.326, 0.078, -0.051, -0.023, -0.220, -0.172, -0.010, 0.143, -0.155, 0.145]}

[2]
{"formula": "C21H57N10O12", "method": "ωB97M-V/def2-TZVPD", "lumo_energy_ev": 1.86, "spin_multiplicity": 1, "total_energy_ev": -62163.714, "homo_ha": -0.1721, "total_charge": -1, "de_lowest_ev": 6.912, "orbital_gap_ev": 6.54, "species": ["H", "H", "H", "H", "H", "H", "C", "O", "O", "C", "H", "H", "C", "H", "H", "C", "H", "H", "O", "H", "H", "C", "C", "O", "O", "H", "H", "H", "H", "O", "H", "N", "O", "H", "H", "C", "O", "N", "H", "H", "C", "H", "H", "H", "O", "N", "H", "C", "H", "C", "H", "N", "C", "C", "H", "H", "H", "H", "H", "C", "H", "H", "H", "C", "H", "C", "C", "N", "H", "H", "C", "O", "O", "C", "H", "H", "H", "H", "N", "H", "O", "N", "H", "H", "H", "H", "C", "N", "H", "H", "H", "H", "H", "N", "C", "H", "N", "C", "H", "H"], "positions_angstrom": [[-0.845, -2.704, 5.973], [6.650, -8.909, 2.387], [-3.972, 7.518, 5.637], [3.095, -7.446, 2.377], [-3.515, 0.740, -7.149], [-5.217, 5.122, 4.688], [-2.860, 1.075, -6.346], [3.037, -1.396, -1.072], [1.263, 7.302, 1.672], [0.015, 4.805, -6.097], [0.817, 5.091, -5.416], [6.978, -3.436, -6.356], [1.018, 6.170, 1.692], [-0.627, 6.838, -6.539], [-1.880, 7.362, -8.762], [2.994, -9.439, 2.303], [-6.560, 5.814, 2.186], [7.200, -11.738, 0.350], [7.053, -5.795, -5.790], [-7.182, 4.726, 3.467], [-0.141, 4.596, 1.878], [-5.504, 7.692, 7.767], [6.159, -8.859, 1.415], [1.004, -8.646, 3.294], [-1.541, 1.534, -6.768], [-6.231, 8.504, 7.780], [8.021, -10.266, 0.647], [3.305, -10.099, 1.493], [1.727, 4.374, 1.208], [-1.138, -0.406, 7.058], [4.793, -6.096, -4.560], [3.798, -8.165, 2.471], [2.906, -2.079, 0.904], [-0.757, -9.731, 3.454], [-0.055, -0.010, 4.286], [-0.036, 6.048, -7.002], [-5.662, 2.643, 3.114], [-0.417, -1.903, 5.531], [-1.554, 6.191, -10.019], [-2.843, 0.299, -5.581], [-0.444, -8.708, 3.249], [6.855, -10.197, -0.633], [6.017, -2.960, -4.968], [1.028, -9.822, 1.621], [-0.706, 5.708, -8.282], [-0.079, 5.602, 1.821], [-4.773, 3.888, 1.748], [-4.923, 1.455, 2.579], [-3.385, 1.833, -5.764], [4.852, -8.056, 1.380], [-5.239, 8.582, 5.563], [-0.555, 0.263, 5.120], [-0.795, 1.715, -5.544], [-5.056, 7.508, 5.526], [0.090, -1.961, 4.660], [-5.076, 0.688, 3.338], [-0.588, 0.787, -5.011], [-1.273, 2.320, -4.773], [6.787, -8.280, 0.738], [0.519, 2.417, -5.949], [0.951, 6.466, -7.200], [-4.494, 8.089, 7.872], [5.104, -6.999, 1.467], [6.257, -4.916, -5.377], [1.573, -8.243, 1.341], [-5.715, 3.773, 2.285], [-6.304, 5.026, 2.894], [1.903, 5.358, 1.350], [2.839, 5.692, 1.167], [-0.181, 7.194, -9.405], [-1.116, 6.692, -9.155], [2.246, -0.121, 0.415], [-5.597, 6.795, 6.670], [-5.634, 7.075, 4.221], [-6.709, 7.243, 4.289], [4.729, -4.470, -4.140], [-5.705, 7.148, 8.690], [3.228, -10.015, 3.198], [2.791, -1.155, 0.074], [-5.246, 7.759, 3.466], [5.966, -10.247, 1.084], [6.452, -3.679, -5.529], [-0.918, 6.122, 2.036], [-0.878, -8.418, 2.292], [-0.907, 1.167, 5.399], [-0.958, -7.993, 3.891], [1.576, -9.016, 2.109], [-5.359, 5.666, 3.848], [4.415, -8.281, 0.407], [-0.887, 4.805, -5.486], [1.333, 3.751, -7.197], [-5.370, 1.060, 1.667], [1.070, 2.688, -5.048], [5.244, -5.195, -4.620], [-0.740, -0.661, 5.969], [-6.321, 3.435, 1.444], [0.409, 3.560, -6.836], [7.053, -10.658, 0.334], [-3.860, 1.694, 2.538], [1.204, 1.709, -6.416]], "lowdin_charge": [0.106, 0.126, 0.125, 0.080, 0.081, 0.102, -0.111, -0.066, 0.089, -0.185, 0.105, 0.127, -0.955, 0.111, 0.079, -0.190, 0.119, 0.088, -0.022, 0.117, 0.123, -0.135, -0.212, -0.155, -0.164, 0.085, 0.080, 0.107, 0.123, 0.046, 0.120, -0.043, -0.116, 0.085, 0.121, -0.168, -0.209, 0.153, 0.087, 0.075, -0.081, 0.093, 0.126, 0.117, -0.218, 0.187, 0.114, -0.043, 0.075, -0.181, 0.112, 0.168, -0.219, -0.240, 0.100, 0.080, 0.121, 0.109, 0.115, -0.223, 0.110, 0.085, 0.116, -0.794, 0.129, -0.273, -0.180, 0.170, 0.132, 0.084, -0.150, -0.092, -0.170, -0.217, 0.116, 0.115, 0.084, 0.114, -0.724, 0.116, -0.197, 0.165, 0.130, 0.080, 0.130, 0.082, -0.311, -0.060, 0.113, 0.116, 0.106, 0.080, 0.109, 0.164, -0.823, 0.109, -0.045, -0.153, 0.083, 0.116]}

[3]
{"formula": "C5H11N2", "method": "ωB97M-V/def2-TZVPD", "lumo_energy_ev": [1.02, -0.14], "spin_multiplicity": 2, "total_energy_ev": -8336.717, "homo_ha": [-0.2833, -0.3326], "total_charge": 0, "de_lowest_ev": 4.028, "orbital_gap_ev": [8.73, 8.91], "species": ["H", "C", "H", "H", "H", "H", "N", "H", "C", "N", "H", "C", "H", "H", "C", "H", "C", "H"], "positions_angstrom": [[3.655, -0.743, -0.903], [-0.671, 0.836, -0.120], [-2.198, 2.058, 0.448], [-0.048, 1.707, 0.124], [1.500, -1.502, -0.953], [4.177, -0.006, 0.834], [-3.087, -0.029, -0.853], [-0.892, -1.307, 0.075], [-0.180, -0.523, 0.380], [2.207, -0.167, 0.429], [-2.469, 0.298, 1.013], [1.207, -0.860, -0.112], [-3.645, -0.476, -0.128], [-0.420, 0.632, -1.179], [-2.161, 0.978, 0.234], [-2.842, 1.131, -0.739], [3.464, -0.348, 0.100], [-0.230, -0.719, 1.460]], "nbo_charge": [0.146, -0.411, 0.238, 0.220, 0.154, 0.183, -0.808, 0.227, -0.463, -0.469, 0.251, 0.095, 0.331, 0.226, -0.431, 0.402, -0.105, 0.215]}

[4]
{"formula": "C24H24Br2N3O2P2RbSe", "method": "ωB97M-V/def2-TZVPD", "lumo_energy_ev": -1.38, "spin_multiplicity": 1, "total_energy_ev": -258505.542, "homo_ha": -0.2360, "total_charge": 0, "de_lowest_ev": 0.000, "orbital_gap_ev": 5.04, "species": ["H", "Se", "C", "H", "C", "C", "H", "C", "O", "C", "H", "C", "N", "H", "Br", "H", "H", "H", "H", "N", "H", "N", "H", "H", "Rb", "H", "C", "H", "C", "C", "C", "C", "H", "C", "P", "H", "H", "C", "P", "C", "H", "C", "Br", "C", "H", "H", "H", "C", "C", "H", "C", "O", "C", "C", "C", "H", "C", "H", "C"], "positions_angstrom": [[3.213, -1.670, 1.924], [-2.880, 1.950, 0.500], [-2.464, 4.797, 0.539], [-0.839, 0.299, -3.146], [5.190, 0.402, -0.617], [5.184, -1.208, 1.168], [-3.080, -3.278, 0.362], [2.945, 1.304, -1.356], [1.689, 1.326, -1.233], [-1.796, -2.917, -3.894], [-2.247, -3.975, 1.756], [-0.899, -3.573, -1.752], [3.107, -0.296, 0.412], [0.592, -4.552, 1.628], [2.670, 3.184, -3.447], [5.690, -1.879, 1.849], [5.542, 2.636, -3.156], [-2.467, -4.944, 0.277], [-2.350, -2.216, -4.505], [-4.129, 6.437, 1.053], [-4.629, -0.485, -1.827], [-2.052, 1.893, 2.418], [-1.445, 4.581, 0.247], [-5.434, 3.346, 1.246], [0.157, 0.087, 0.365], [0.168, -5.445, -1.784], [-5.007, 5.454, 1.224], [-4.303, -1.636, -3.143], [-1.290, -4.061, -4.484], [-4.687, 4.112, 1.084], [-4.086, -1.390, -2.103], [5.881, -0.463, 0.257], [1.417, -4.522, 0.071], [-2.271, -3.943, 0.665], [-2.293, -1.108, -1.802], [-1.447, -4.242, -5.539], [-6.011, 5.752, 1.505], [3.788, -1.089, 1.208], [-0.670, -3.272, 0.051], [-2.885, 6.107, 0.722], [-2.297, -0.108, -4.081], [3.773, 0.449, -0.498], [7.699, 1.206, -1.805], [5.806, 1.213, -1.594], [-2.371, 1.086, -2.774], [-4.436, -2.206, -1.470], [0.046, -5.634, 0.339], [-0.390, -4.722, -2.362], [5.059, 2.021, -2.410], [-0.166, -5.861, -4.158], [-1.918, 0.144, -3.091], [-1.404, 0.962, 2.657], [3.673, 2.061, -2.292], [-3.387, 3.780, 0.730], [-1.604, -2.650, -2.538], [6.959, -0.526, 0.196], [0.445, -4.642, 0.550], [-2.195, 6.929, 0.576], [-0.577, -4.965, -3.712]], "nbo_charge": [0.174, 0.267, -0.258, 0.260, -0.111, -0.270, 0.231, 0.450, -0.829, -0.189, 0.232, -0.214, -0.454, 0.239, 0.021, 0.216, 0.235, 0.225, 0.208, -0.395, 0.234, 0.158, 0.238, 0.229, 0.907, 0.211, 0.039, 0.222, -0.205, -0.261, -0.925, -0.137, 0.244, -0.925, 0.758, 0.218, 0.200, 0.021, 0.765, 0.043, 0.220, 0.068, 0.015, -0.143, 0.236, 0.233, 0.221, -0.233, -0.210, 0.217, -0.939, -0.246, -0.241, -0.191, -0.368, 0.227, -0.947, 0.203, -0.195]}